1.
{
  "formula": "C19H20I2NO3",
  "method": "ωB97M-V/def2-TZVPD",
  "e_lumo_ev": -4.6625,
  "energy_ha": -1611.528340,
  "charge": 1,
  "e_homo_ev": -11.8,
  "orbital_gap_ev": 7.09,
  "spin_multiplicity": 1,
  "largest_force_ev_per_a": 3.19,
  "elements": ["C", "C", "O", "O", "C", "C", "C", "C", "C", "C", "C", "O", "N", "C", "C", "C", "C", "C", "C", "C", "I", "C", "C", "I", "C", "H", "H", "H", "H", "H", "H", "H", "H", "H", "H", "H", "H", "H", "H", "H", "H", "H", "H", "H", "H"],
  "positions_angstrom": [[-3.16338, 4.08381, 0.49868], [-3.83479, 2.90406, -0.30292], [-4.94961, 3.08780, -0.71346], [-3.19470, 1.69474, -0.60123], [-2.73129, 1.01201, 0.58725], [-1.65113, -0.02733, 0.09574], [-0.32527, 0.80528, -0.23265], [0.84816, -0.05654, -0.75811], [0.90191, -0.26759, -2.21733], [-0.15083, 0.26826, -3.23951], [-1.26776, -0.82595, -3.43652], [-1.08513, -1.62653, -4.32882], [1.93621, -1.03242, -2.80074], [2.96561, -1.59702, -2.11369], [3.01747, -1.45810, -0.65440], [4.17047, -2.10555, 0.04112], [4.22120, -1.97851, 1.47937], [3.13598, -1.24899, 2.17467], [1.98498, -0.61279, 1.50918], [0.97813, 0.05757, 2.44934], [1.13834, 2.12925, 3.10252], [-0.05817, -0.71163, 2.92679], [-0.21340, -2.24775, 2.55213], [-1.53352, 0.11784, 4.25933], [1.93970, -0.70236, 0.03231], [-2.24708, 4.43991, -0.04361], [-3.88335, 4.94127, 0.53238], [-2.94554, 3.79011, 1.56510], [-2.19801, 1.72883, 1.28075], [-3.56915, 0.47384, 1.10637], [-2.02057, -0.45871, -0.87381], [-1.47108, -0.87107, 0.80122], [-0.04939, 1.49210, 0.61812], [-0.64774, 1.51365, -1.05247], [0.38103, 0.33982, -4.23446], [-0.52827, 1.29669, -3.02097], [-2.18988, -0.94614, -2.80660], [1.93287, -1.17324, -3.81849], [3.75625, -2.15778, -2.65978], [4.94409, -2.65526, -0.54442], [5.07126, -2.43613, 2.04860], [3.21825, -1.17886, 3.29263], [-1.04372, -2.64440, 3.18291], [0.74736, -2.74049, 2.86322], [-0.33653, -2.41568, 1.45425]],
  "forces_ev_per_a": [[0.26, -0.52, 0.00], [-1.24, 1.30, 0.05], [0.88, -0.55, -0.07], [0.05, 0.85, 1.35], [1.27, -0.92, 0.15], [0.21, 0.84, -0.52], [-0.46, 0.06, -0.27], [1.14, -0.99, -2.80], [-0.13, 0.40, 2.06], [0.71, -0.29, -0.07], [0.51, -0.58, -1.11], [-0.16, 0.58, 0.84], [0.51, -0.10, 1.30], [-0.98, 0.79, 1.79], [0.41, -0.41, -0.92], [-1.65, 1.27, 2.07], [-1.23, 0.47, -1.98], [-0.49, 0.26, -1.45], [2.84, -0.99, 0.54], [-1.47, -1.07, 0.23], [0.50, -1.19, -0.71], [1.03, 0.24, -0.75], [0.57, 1.03, 1.04], [0.59, -0.77, -0.69], [-0.42, 0.31, 0.55], [-0.61, -0.50, 0.71], [0.51, -1.05, -0.18], [0.07, 0.30, -1.18], [-0.86, -0.73, -0.54], [0.62, 0.72, -0.47], [0.26, 0.28, 1.04], [-0.26, 0.94, -0.44], [-0.08, -1.11, -0.79], [0.54, -0.78, 0.84], [-0.74, -0.14, 0.95], [0.25, -1.02, 0.18], [0.75, 0.62, -0.17], [-0.25, 0.19, 0.56], [-0.89, 0.57, 0.32], [-0.80, 0.58, 0.60], [-1.06, 0.58, -0.54], [-0.25, 0.00, -1.28], [0.63, 0.06, -0.91], [-0.95, 0.29, -0.28], [-0.12, 0.14, 0.98]]
}

2.
{
  "formula": "C19H20N",
  "method": "ωB97M-V/def2-TZVPD",
  "e_lumo_ev": -4.7386,
  "e_above_lowest_ev": 2.0105,
  "energy_ha": -790.423563,
  "charge": 1,
  "e_homo_ev": -11.6,
  "orbital_gap_ev": 6.85,
  "spin_multiplicity": 1,
  "largest_force_ev_per_a": 4.53,
  "smiles": "Cc1ccc([C@@H](c2ccccc2)[C@H]2C=CC=[N+]2C)cc1",
  "elements": ["C", "C", "C", "C", "C", "C", "C", "C", "C", "C", "C", "C", "C", "C", "C", "C", "N", "C", "C", "C", "H", "H", "H", "H", "H", "H", "H", "H", "H", "H", "H", "H", "H", "H", "H", "H", "H", "H", "H", "H"],
  "positions_angstrom": [[3.26477, 4.10454, -0.80823], [2.48524, 2.88229, -0.35453], [2.92179, 1.59809, -0.71469], [2.20921, 0.48036, -0.28153], [0.96193, 0.61604, 0.34895], [0.00834, -0.58807, 0.28318], [-0.64965, -0.89179, 1.69185], [-0.78460, -2.25269, 2.04059], [-1.81813, -2.68288, 2.89748], [-2.62953, -1.74724, 3.54455], [-2.34328, -0.39278, 3.39379], [-1.27590, 0.02651, 2.55425], [-0.81623, -0.67437, -1.06691], [-0.93525, 0.46768, -2.00686], [-0.68225, 0.06368, -3.31250], [-0.70818, -1.33698, -3.29399], [-0.94254, -1.76636, -2.05675], [-1.24659, -3.15620, -1.75801], [0.62813, 1.88005, 0.83893], [1.34759, 3.01697, 0.44770], [2.78860, 5.02984, -0.43596], [4.32496, 4.09734, -0.47156], [3.26677, 4.13183, -1.91528], [3.82461, 1.51164, -1.31630], [2.59242, -0.48446, -0.55898], [0.67326, -1.45552, 0.16908], [-0.15873, -3.00973, 1.56768], [-1.97864, -3.75110, 3.06427], [-3.42488, -2.07878, 4.22847], [-2.93396, 0.35151, 3.93955], [-1.06489, 1.09337, 2.55807], [-1.64538, -0.76956, -0.32686], [-1.08803, 1.50630, -1.69543], [-0.44860, 0.66284, -4.18761], [-0.57750, -2.02140, -4.15965], [-1.62378, -3.24077, -0.73010], [-1.97903, -3.59145, -2.45192], [-0.32420, -3.72803, -1.84701], [-0.25697, 2.07414, 1.42817], [1.03909, 4.02511, 0.75408]],
  "forces_ev_per_a": [[-0.03, 0.10, -0.21], [0.26, 0.32, 0.04], [-0.33, 0.26, 0.78], [-0.20, 0.78, -0.88], [0.22, -0.04, -0.47], [3.89, -0.58, 2.26], [-0.71, -0.47, -0.68], [-1.22, -0.10, -0.31], [0.65, 0.23, 0.11], [0.04, -0.11, 0.08], [0.98, -0.01, -0.04], [-1.47, 0.04, -0.14], [-3.88, 0.74, -0.18], [1.25, 0.82, -0.62], [-0.06, 1.14, 1.34], [-0.16, -0.84, 0.90], [1.63, -0.72, -0.23], [0.35, -0.65, 0.52], [-0.41, 0.69, -0.75], [0.61, -0.37, 0.03], [0.28, -0.43, -0.22], [-0.72, -0.11, -0.15], [0.09, 0.13, 0.50], [-0.10, -0.19, 0.23], [-0.11, -0.44, -0.12], [0.09, 0.10, 0.04], [-0.20, 0.17, -0.15], [0.18, 0.37, 0.00], [0.34, 0.20, -0.54], [0.44, -0.26, -0.17], [-0.23, -0.48, -0.27], [-1.22, 0.18, -1.52], [0.38, -0.48, -0.02], [-0.45, -0.01, 0.30], [-0.46, 0.42, 0.88], [0.10, 0.07, -0.37], [0.15, 0.47, 0.20], [-0.03, -0.22, 0.16], [0.03, -0.15, -0.33], [0.06, -0.57, 0.01]]
}

3.
{
  "formula": "C19H20N2O4S",
  "method": "ωB97M-V/def2-TZVPD",
  "e_lumo_ev": 0.4361,
  "e_above_lowest_ev": 0.7011,
  "energy_ha": -1544.711298,
  "charge": 0,
  "e_homo_ev": -8.4,
  "orbital_gap_ev": 8.79,
  "spin_multiplicity": 1,
  "largest_force_ev_per_a": 0.82,
  "smiles": "CCOc1ccc(OCCn2c(SCC(=O)O)nc3ccccc32)cc1",
  "elements": ["C", "C", "O", "C", "C", "C", "C", "O", "C", "C", "N", "C", "S", "C", "C", "O", "O", "N", "C", "C", "C", "C", "C", "C", "C", "C", "H", "H", "H", "H", "H", "H", "H", "H", "H", "H", "H", "H", "H", "H", "H", "H", "H", "H", "H", "H"],
  "positions_angstrom": [[6.92096, 0.63950, 0.61377], [5.63536, -0.16339, 0.73424], [4.75735, 0.27699, -0.28226], [3.53683, -0.31139, -0.39979], [3.04586, -1.31253, 0.42628], [1.77567, -1.83558, 0.22305], [0.97782, -1.36527, -0.80747], [-0.28879, -1.80840, -1.10066], [-1.01202, -2.52151, -0.13134], [-1.40064, -1.64163, 1.07441], [-2.02122, -0.42454, 0.63217], [-3.29192, -0.29066, 0.16670], [-4.43424, -1.60228, 0.21696], [-5.75915, -0.90965, -0.82681], [-6.65427, 0.09566, -0.08803], [-7.77025, -0.19575, 0.24050], [-6.12539, 1.28167, 0.12323], [-3.56160, 0.90486, -0.29647], [-2.39772, 1.62319, -0.15560], [-2.11665, 2.94140, -0.48717], [-0.84219, 3.40077, -0.22626], [0.12609, 2.58295, 0.35649], [-0.14001, 1.27209, 0.70029], [-1.41159, 0.79721, 0.42691], [1.47509, -0.36460, -1.64399], [2.73243, 0.15234, -1.44473], [7.36702, 0.47926, -0.36375], [7.62344, 0.33119, 1.38272], [6.70808, 1.69881, 0.72712], [5.18034, -0.00358, 1.72228], [5.84520, -1.23554, 0.61374], [3.63561, -1.70347, 1.24047], [1.43593, -2.61836, 0.88442], [-0.47227, -3.40951, 0.21898], [-1.91846, -2.84741, -0.64836], [-0.51416, -1.37122, 1.65157], [-2.09567, -2.19571, 1.71147], [-6.36080, -1.76718, -1.12577], [-5.28143, -0.44980, -1.69240], [-5.14917, 1.32266, -0.13087], [-2.87216, 3.57082, -0.92849], [-0.58531, 4.41940, -0.47440], [1.11037, 2.98360, 0.54429], [0.61886, 0.65281, 1.15213], [0.84850, -0.00622, -2.44463], [3.12027, 0.92799, -2.08494]],
  "forces_ev_per_a": [[-0.42, -0.17, -0.06], [0.28, -0.05, 0.23], [-0.03, 0.11, -0.17], [-0.18, -0.09, 0.02], [0.40, 0.24, 0.05], [-0.46, -0.11, -0.20], [0.20, 0.02, 0.02], [0.16, 0.12, -0.15], [-0.16, -0.05, 0.34], [0.31, -0.47, -0.33], [-0.41, 0.19, -0.06], [-0.24, 0.15, -0.14], [-0.20, -0.18, 0.01], [0.16, 0.10, 0.19], [0.24, -0.37, -0.29], [-0.23, -0.06, 0.06], [0.11, 0.50, 0.13], [-0.12, -0.26, -0.04], [0.68, -0.21, 0.23], [0.04, -0.11, 0.05], [-0.03, 0.16, -0.07], [0.07, -0.03, 0.07], [0.05, -0.08, 0.10], [-0.19, 0.77, -0.23], [-0.05, -0.21, 0.09], [0.10, -0.07, 0.13], [0.09, -0.01, -0.07], [0.09, -0.02, 0.07], [0.02, 0.11, 0.03], [0.00, -0.08, -0.12], [-0.09, 0.10, 0.04], [0.08, 0.00, 0.05], [-0.07, -0.06, 0.04], [-0.05, 0.04, -0.03], [0.13, -0.02, 0.11], [-0.16, -0.05, 0.05], [0.14, 0.04, 0.05], [0.04, 0.11, 0.04], [-0.06, -0.05, -0.01], [-0.36, -0.27, 0.00], [-0.09, 0.09, -0.06], [0.02, 0.09, -0.02], [0.10, 0.03, 0.02], [0.12, -0.07, 0.02], [-0.09, 0.08, -0.09], [0.04, 0.11, -0.09]]
}

4.
{
  "formula": "C19H20N2O5",
  "method": "ωB97M-V/def2-TZVPD",
  "e_lumo_ev": -1.1475,
  "e_above_lowest_ev": 3.5092,
  "energy_ha": -1221.685967,
  "charge": 0,
  "e_homo_ev": -9.1,
  "orbital_gap_ev": 7.96,
  "spin_multiplicity": 1,
  "largest_force_ev_per_a": 1.32,
  "smiles": "C[C@H](CCc1ccccc1)NC(=O)COC(=O)c1ccc([N+](=O)[O-])cc1",
  "elements": ["C", "C", "C", "C", "C", "C", "C", "C", "C", "C", "N", "C", "O", "C", "O", "C", "O", "C", "C", "C", "C", "N", "O", "O", "C", "C", "H", "H", "H", "H", "H", "H", "H", "H", "H", "H", "H", "H", "H", "H", "H", "H", "H", "H", "H", "H"],
  "positions_angstrom": [[-3.44305, -2.68383, 1.89767], [-2.90756, -1.25738, 1.84442], [-2.90744, -0.67595, 0.42487], [-4.31853, -0.43982, -0.12460], [-4.24659, 0.25609, -1.45453], [-4.19894, -0.47382, -2.63497], [-4.10105, 0.16651, -3.85769], [-4.04659, 1.54846, -3.91488], [-4.08978, 2.28529, -2.74349], [-4.18745, 1.64225, -1.52259], [-1.55474, -1.24440, 2.37223], [-1.13616, -0.36763, 3.29452], [-1.83100, 0.47153, 3.82266], [0.35331, -0.53524, 3.66672], [1.22723, -0.08196, 2.63556], [1.51974, -0.91529, 1.64246], [1.05048, -2.02646, 1.52842], [2.50299, -0.33998, 0.68676], [2.97407, 0.96527, 0.82071], [3.89557, 1.45673, -0.08228], [4.34051, 0.63770, -1.11356], [5.31181, 1.15194, -2.05609], [5.67680, 0.41176, -2.94187], [5.69815, 2.28815, -1.89678], [3.87573, -0.66387, -1.25994], [2.95353, -1.14944, -0.35568], [-3.35583, -3.07689, 2.90771], [-4.48972, -2.70929, 1.61110], [-2.87852, -3.32500, 1.22351], [-3.49555, -0.60832, 2.50204], [-2.36162, -1.34622, -0.24401], [-2.37699, 0.27932, 0.44612], [-4.83495, -1.39363, -0.23877], [-4.87659, 0.17367, 0.58535], [-4.24512, -1.55324, -2.59609], [-4.06932, -0.41412, -4.76823], [-3.97297, 2.04954, -4.86875], [-4.04941, 3.36418, -2.78166], [-4.22345, 2.22097, -0.61043], [-0.89315, -1.89627, 1.96749], [0.56041, -1.58737, 3.89022], [0.56893, 0.09456, 4.53072], [2.61488, 1.58244, 1.62825], [4.27977, 2.46246, -0.00486], [4.24410, -1.26920, -2.07401], [2.57131, -2.15543, -0.43518]],
  "forces_ev_per_a": [[-0.03, 0.29, 0.10], [-0.05, 0.07, -0.10], [-0.30, 0.04, 0.35], [0.33, -0.02, -0.07], [-0.16, -0.05, 0.05], [-0.01, 0.01, 0.03], [0.03, -0.03, -0.09], [0.01, 0.05, -0.10], [0.03, 0.09, -0.02], [-0.01, -0.03, 0.00], [-0.22, -0.40, -0.37], [0.77, -0.19, 0.03], [-0.22, 0.38, 0.26], [-0.42, -0.20, 0.43], [0.16, 0.32, -0.17], [-0.07, -0.37, -0.08], [0.15, 0.11, 0.03], [0.20, 0.11, -0.19], [-0.10, -0.28, -0.03], [0.25, 0.06, -0.29], [-0.89, -0.45, 0.87], [0.30, 0.16, -0.28], [0.13, -0.16, -0.26], [0.13, 0.30, 0.00], [0.22, 0.21, -0.16], [-0.14, 0.14, 0.25], [-0.02, -0.06, 0.07], [-0.12, -0.08, -0.07], [0.05, -0.12, -0.10], [0.06, -0.09, -0.11], [0.08, -0.01, -0.04], [0.04, -0.02, -0.02], [-0.09, 0.01, 0.04], [-0.07, -0.03, 0.03], [-0.02, -0.12, 0.02], [0.00, -0.04, -0.07], [0.00, 0.04, -0.07], [0.00, 0.08, 0.00], [-0.01, 0.06, 0.11], [0.06, 0.16, 0.20], [0.04, 0.16, -0.01], [-0.10, -0.11, -0.17], [0.00, 0.06, 0.04], [0.00, 0.01, 0.01], [0.00, -0.01, 0.00], [-0.01, -0.06, -0.02]]
}